Formula: C34H43N3O2PY
Source: the OMol25 dataset
Level of theory: ωB97M-V/def2-TZVPD

## Properties
Net charge: 0
LUMO, eV: 0.378
Total energy, eV: -54858.12774
F_max, Eh/bohr: 0.0088

Geometry as XYZ:
```
84
C34H43N3O2PY, DFT ωB97M-V/def2-TZVPD
C -0.7517 2.1586 0.6253
H -3.8993 -2.6010 -0.4539
C -0.2443 4.2216 -0.5059
C 0.2742 6.3390 0.7480
H -0.2377 1.2435 -1.9485
C 4.8427 0.2249 -4.9180
H 1.1944 -0.2077 -3.7602
H 1.7207 -0.1197 -6.1767
C -0.9586 -2.5597 -2.3628
H -0.1123 4.6461 2.8344
C -4.5653 0.6736 -0.3032
H 5.8697 0.3436 -5.2387
C -2.4638 -1.1083 0.0965
C -3.0307 -3.7437 1.9673
H -3.1582 -4.3562 2.8622
C -3.7311 -1.5414 -0.3007
H -3.0327 -4.1972 -1.4281
C 2.7645 -0.2203 3.3964
H 2.1960 -1.2993 5.1408
H -3.3763 -4.3233 1.1137
C -0.5747 2.8749 -0.5729
O 1.6551 -0.3442 -1.4018
C -1.5721 -3.3034 1.8560
H -3.6824 -2.8747 2.0646
C -0.8077 2.0556 3.1425
N 3.2984 0.1702 0.4803
C 4.5451 0.1802 -3.5673
C -0.5821 2.8020 1.8583
H -1.8081 2.0072 -2.1065
C -2.2335 0.2802 0.2715
H -1.7464 -1.6042 3.1934
H -0.3669 2.8369 -2.7033
N -0.9874 0.7580 0.6053
H -0.0280 -3.8765 -0.9703
H 3.5627 -0.1895 5.4076
C -0.7525 2.2049 -1.9037
H -3.1861 2.2084 0.2239
H -0.7182 -3.1918 -3.2196
C 2.6184 -0.3273 4.8858
H -1.7377 -5.1737 -2.0940
H 1.9121 0.4305 5.2317
H 5.3290 0.2667 -2.8278
C 2.8840 -0.0163 -1.6969
C -0.0735 4.8789 0.7077
H 4.7297 0.4956 3.4750
H -0.2003 -1.7774 -2.2925
C -3.3282 1.1450 0.0805
C -1.0161 -3.4167 -1.0977
O 1.7190 -0.5885 2.7154
Y 0.9853 -0.3071 0.6799
C 3.8282 0.1181 -5.8614
H -0.6723 2.7202 3.9955
H -1.8207 1.6478 3.1812
C 2.5155 -0.0371 -5.4465
C -6.1436 -1.2128 -0.9263
P -1.1216 -2.3006 0.3727
H -6.0478 -2.2049 -1.3689
C -0.2442 4.1521 1.8779
H 0.7176 6.6120 1.7057
H 4.0635 0.1558 -6.9175
H -6.8282 -1.2975 -0.0786
C 2.2158 -0.0864 -4.0929
H -2.0469 -5.2039 -0.3632
C 3.9130 0.2400 2.8151
H -0.9352 -4.1942 1.7718
C -2.0200 -4.5557 -1.2389
C 4.1951 0.3539 1.4088
N 3.8031 0.2716 -0.8329
H -0.1017 4.7681 -1.4322
H 5.6438 1.5124 0.3387
H 6.1930 0.9264 1.9357
H -1.9211 -2.0831 -2.5540
C -4.7993 -0.6846 -0.5166
C 3.2269 0.0246 -3.1448
H -0.1167 -2.2647 3.1350
H -6.6254 -0.5717 -1.6661
H -0.6082 6.9671 0.6053
H -0.1340 1.2043 3.2699
C 5.6164 0.6858 1.0470
C -1.1735 -2.5333 3.1143
H -1.4010 -3.1301 3.9995
H -5.3699 1.3866 -0.4467
H 0.9851 6.5987 -0.0373
H 6.0767 -0.1620 0.5375
```

Atomic partial charges in e from the Mulliken method, atoms 1 to 4: -1.084 0.071 -1.126 -1.571